Entry 1:
ORCA calculation (the ωB97M-V functional and the def2-TZVPD basis) on C40H37Cl4N3O6OsPS as an isolated structure in a non-equilibrium geometry.

Cartesian coordinates (Å):
N  0.41111  -1.09829  -1.77956
O  5.95619  -2.05269  -2.24641
H  -1.82472  3.90702  1.20677
C  5.68056  -1.31853  1.07194
C  1.03743  2.31112  0.04924
O  -1.34053  0.97857  -2.12380
C  4.00829  -4.95651  -3.00029
H  -2.02309  2.53979  0.12854
H  4.17329  -0.67342  -3.01839
H  -3.49553  -6.03900  -3.38143
P  -1.15698  -2.41111  0.27499
C  -2.10776  -5.79820  -1.76437
H  2.22654  -1.23889  -0.63601
H  4.32318  -2.35923  -1.02116
H  -1.85622  2.73210  3.01877
C  6.34429  -0.97827  -1.37498
H  3.85710  -2.06104  -4.04256
C  -1.96392  -0.07774  2.37634
C  -2.28498  -2.46701  1.70092
H  1.05480  3.01699  -0.77999
C  0.84740  -2.64217  2.14672
H  -0.65831  2.01542  4.13170
C  5.84206  -4.57392  -1.45574
H  -1.05390  3.92786  -0.36108
Os  -0.96015  -0.20990  -0.44436
C  -3.37286  -3.99809  -2.73687
H  0.61143  1.05751  2.36466
O  -2.06232  0.72226  3.39280
C  -3.03330  -5.34225  -2.69478
H  -0.78935  -1.13202  -3.57780
H  0.91405  1.31604  -0.40604
H  -1.85071  -6.84851  -1.72407
C  -1.30504  3.28367  0.47992
C  2.48321  -4.25992  0.60123
C  0.44275  -3.01133  0.86152
H  8.49245  -2.48747  -0.23222
H  -0.78669  -5.28658  -0.17272
H  5.62953  -0.15176  -1.41921
H  2.02210  2.29560  0.51146
N  2.32352  -1.54858  -2.75240
C  6.53347  -1.48059  0.02267
O  -3.22577  -0.08270  -3.13907
H  7.28989  -0.62617  -1.78038
C  1.71790  -1.29053  -1.58447
H  0.19601  -2.04843  2.77703
H  -3.08970  -2.07318  -1.87572
H  -4.10599  -3.64339  -3.44883
S  6.22066  -2.04528  2.52230
C  -3.78595  -3.81360  3.03474
C  -2.67436  -1.34057  2.44861
H  0.98763  -4.09324  -0.92543
C  -2.78193  -3.10623  -1.85466
C  2.88120  -3.88577  1.87736
C  -3.63570  -1.46484  3.45855
C  3.76738  -1.68274  -3.02813
H  6.99551  -6.27891  -0.89307
C  0.18865  -1.22773  -3.14124
Cl  5.82332  -8.39752  -2.38343
C  -0.32913  1.49538  2.01749
H  8.36232  -3.18239  2.29191
H  3.82340  -4.24055  2.27608
Cl  -2.87401  0.83151  -2.13447
C  -4.20817  -2.69392  3.73157
C  1.36745  -1.50686  -3.73971
C  -1.20462  1.88259  3.20365
C  4.64084  -2.52309  -2.06548
O  -3.01489  0.18913  -0.74830
H  -2.54985  -4.58599  1.47722
C  4.32773  -6.28743  -3.05262
C  1.27870  -3.80818  0.07789
C  4.76952  -4.03484  -2.22365
Cl  2.57373  -4.51795  -3.85822
N  -1.13608  0.36036  1.41678
H  6.42545  -3.89681  -0.84536
C  7.62970  -2.61963  1.73481
C  -1.83712  -3.55011  -0.93416
H  3.74405  -6.96510  -3.66089
H  -4.96398  -2.77885  4.49983
H  2.37155  -2.78543  3.64804
H  1.60653  -1.69005  -4.77334
C  6.17039  -5.89311  -1.47701
C  2.06769  -3.06886  2.64920
O  -3.51897  2.06293  -2.17703
C  -2.83725  -3.69808  2.02377
H  0.42265  3.41441  1.72481
C  -1.50882  -4.91144  -0.88479
H  -3.93072  -0.59617  4.02945
C  -0.03802  2.66423  1.07331
Cl  4.20996  -0.41027  1.06724
C  7.67158  -2.24705  0.43087
H  3.10970  -4.91831  0.01048
C  5.41878  -6.76638  -2.30249
H  -4.19943  -4.78601  3.26776

Values from the calculation:
* net charge: +3
* spin multiplicity: 1
* E_LUMO: -11.7 eV

Entry 2:
ORCA calculation (the ωB97M-V functional and the def2-TZVPD basis) on a 2-piece molecular cluster, C4H6F3OP overall in a non-equilibrium geometry.

Cartesian coordinates (Å):
H  1.21475  0.09523  -1.18135
C  -1.45580  0.38831  0.37732
F  1.93510  4.20093  0.87199
H  1.15512  -1.48731  -0.54141
C  1.56181  3.03489  1.29908
C  1.38737  -0.44389  -0.28261
C  0.89147  2.09022  0.60221
H  -1.50036  0.71846  -0.72903
P  0.33532  0.42580  0.86294
H  2.54986  -0.45389  -0.08242
O  0.47904  0.18058  2.30657
F  2.01817  2.84216  2.56299
H  -1.71095  1.21495  1.14603
F  0.15033  2.76877  -1.07379
H  -1.97978  -0.54264  0.48933

Values from the calculation:
* net charge: 0
* relative energy (zero: lowest compared OMol25 entry of this formula, charge and spin): 25.4 kcal/mol
* spin multiplicity: 1
* E_LUMO: -1.6 eV

Entry 3:
ORCA calculation (the ωB97M-V functional and the def2-TZVPD basis) on C6H7LiO7 as an isolated structure in a non-equilibrium geometry.

Cartesian coordinates (Å):
O  -3.98554  1.93883  0.15754
O  4.42297  1.08267  1.32571
C  1.05990  -1.17055  -0.20899
C  3.69079  1.41734  0.38762
C  -0.08927  -0.34266  -0.69853
Li  -5.34648  1.16878  1.33985
H  -1.98434  -1.27022  -0.11866
C  -1.37173  -0.39096  0.12096
H  1.48885  -1.17218  -1.36519
H  0.30719  -1.41605  -2.43489
H  -1.12863  -0.48677  1.18926
H  0.74960  -1.91599  0.54917
H  3.11837  -1.09217  0.73077
O  3.89905  2.18358  -0.56275
C  -3.31621  0.92277  0.47110
O  -3.75149  0.01927  1.22658
C  2.26181  -0.51861  0.37717
O  2.40594  0.82240  0.32033
H  0.13567  0.72806  -0.83739
O  -2.11487  0.79838  -0.11270
O  -0.45157  -1.30592  -1.85697

Values from the calculation:
* net charge: -1
* relative energy (zero: lowest compared OMol25 entry of this formula, charge and spin): 0.0 kcal/mol
* spin multiplicity: 2
* E_LUMO (alpha / beta): 0.9 / 0.9 eV
* <S²>: 0.754

Entry 4:
ORCA calculation (the ωB97M-V functional and the def2-TZVPD basis) on C31H53Cl2N2O3RbSSi2Te as an isolated structure in a non-equilibrium geometry.

Cartesian coordinates (Å):
C  -3.49681  -0.20638  -2.87659
C  4.51349  -1.24907  -0.11440
H  3.88399  7.78787  5.76674
H  -3.40954  0.03756  3.86679
C  5.58922  -2.15506  0.44205
C  2.42968  4.28722  2.78074
C  3.81753  4.48968  2.82738
H  -4.05902  0.20411  -3.71279
H  -0.70078  -4.85430  0.03442
H  5.73816  3.88545  2.07179
O  -0.36361  2.50939  -0.56398
C  -0.04464  3.93260  -4.39830
Rb  0.42801  0.14940  -0.12348
H  1.98056  3.25718  -4.38276
H  -2.61355  -2.16425  2.87674
Cl  -2.77762  3.75401  -1.54953
C  4.39706  5.27657  3.80608
H  -0.14152  4.57309  4.91566
H  2.37483  -3.64689  -2.56016
C  -0.87777  -0.93219  3.21039
H  -3.78134  1.89552  2.19411
C  1.53997  -2.96672  -2.72946
H  4.54779  4.29162  0.82248
H  4.39336  2.78302  1.69406
H  -2.03936  -1.26184  1.46606
C  -3.02661  -2.41145  -4.88947
H  3.04143  -4.15425  -0.26615
H  0.59177  -5.84284  -3.29456
Si  -0.14996  -3.64925  -2.11270
H  6.57730  -1.94421  0.02905
H  4.40338  -1.34778  -1.19122
C  3.63139  5.88623  4.78950
H  4.03961  6.39765  6.83972
H  1.48340  -2.78078  -3.79746
Si  -2.14225  -1.45106  -3.43717
C  2.26337  5.65112  4.78225
H  -0.97149  -1.07527  4.30494
H  -0.12941  0.03492  -3.71790
H  -0.57816  0.10065  3.02648
H  4.61849  -0.20527  0.16500
H  -2.21495  -2.63235  -1.27153
H  5.68986  -4.32155  0.67303
H  -0.06607  -2.76591  2.82887
Cl  0.05404  4.51265  -6.04167
H  -0.35061  5.47249  3.41138
C  -3.26571  -0.11174  2.79262
H  1.64374  6.09551  5.55739
C  5.11831  -3.57152  0.12104
C  3.63744  -3.63607  0.47768
H  1.06167  -1.57330  2.92631
C  1.05637  3.35334  -3.82390
C  -1.28612  3.59535  -2.42224
C  -0.81546  -0.45968  -4.40230
H  -2.10476  4.56117  -4.15639
H  5.34229  6.79274  5.71275
C  4.26042  6.76490  5.83524
C  4.68351  3.82789  1.79988
H  5.47345  5.42658  3.80761
H  -1.11751  -5.88145  -2.88448
O  2.30198  1.74697  -0.80135
H  -3.31368  -1.76129  -5.71495
H  -4.20975  -0.67471  -2.20170
N  -2.42550  1.00594  0.78703
C  1.00762  2.84497  -2.51006
H  3.46583  -4.07517  1.45782
C  2.17106  2.27781  -1.94649
H  -0.07819  3.73571  3.34484
O  3.07540  -1.61399  2.05795
H  -0.23130  -1.12707  -5.03152
H  -3.92329  -2.92696  -4.54908
H  3.09769  2.44103  -2.53535
H  -2.09763  1.70862  2.70006
N  0.12365  -1.79412  2.60720
H  -0.56704  -4.92930  -4.24606
C  -1.44232  -2.36048  -1.99276
H  -2.35196  -3.16580  -5.28592
H  -1.24340  0.30803  -5.04336
C  1.67100  4.86783  3.80694
H  1.76757  -2.01614  -2.24830
H  -3.19326  0.80125  0.15587
C  -0.31339  -5.23784  -3.23529
H  -4.21643  -0.45155  2.37672
C  -2.22306  -1.19857  2.53954
H  0.95843  -5.19941  -0.39156
S  2.95953  -1.90075  0.62042
Te  1.54919  3.26934  1.10570
H  5.62719  -2.01157  1.52405
H  5.25256  -3.76521  -0.94535
C  0.18793  4.64728  3.87828
H  0.52862  -3.64188  0.31347
H  -1.94431  1.82825  0.42719
C  0.20301  -4.41552  -0.37678
C  -0.23019  2.94336  -1.75181
C  -1.24369  4.08281  -3.71435
C  -2.89784  1.22747  2.13156
H  -3.03759  0.62288  -2.34832

Values from the calculation:
* net charge: -2
* relative energy (zero: lowest compared OMol25 entry of this formula, charge and spin): 39.1 kcal/mol
* spin multiplicity: 1
* E_LUMO: 3.6 eV

Entry 5:
ORCA calculation (the ωB97M-V functional and the def2-TZVPD basis) on C36H41N8O2SZr as an isolated structure.

Cartesian coordinates (Å):
H  -2.16716  -5.32177  -2.77355
H  0.79464  5.23130  2.23191
H  -4.11014  -2.56020  3.23990
H  -2.47752  -0.58681  -3.11788
C  -5.24952  0.92306  0.73559
H  -6.54060  2.57799  0.29103
C  2.57375  1.06466  -0.16274
H  0.53363  2.79359  2.06818
H  3.23544  2.91060  0.62212
C  -1.58457  -2.10615  -1.92494
H  0.83545  -3.53300  -0.31491
N  -0.55355  2.80849  0.32307
H  2.90486  -2.77504  -0.63294
Zr  -0.37146  -0.16242  0.64874
H  2.67673  -1.73916  2.45323
C  -0.15842  0.52652  -2.54123
H  0.05010  -0.46903  -2.92872
C  -2.81959  -1.30413  4.38216
O  1.69241  -1.67584  0.62681
H  -0.48380  1.12165  -3.40083
C  -5.21123  -1.39077  4.66850
H  2.61136  4.16505  -1.49174
H  3.04171  0.89299  -2.11201
H  2.90516  0.41293  0.62214
H  -0.14635  -5.55880  -1.30430
O  -1.41724  -1.42821  1.26886
C  2.10191  -2.41779  1.82140
C  -0.99195  4.96948  -0.60912
C  1.35683  2.51956  -2.10438
H  -1.25090  3.10940  -2.69186
H  -2.73938  3.54493  -1.93244
H  1.44156  -1.36574  -1.99361
H  -2.74602  3.57293  2.02904
C  -2.31073  1.53292  -1.68165
H  -2.97940  1.43156  -0.82999
H  -1.45866  5.54075  -1.40169
C  -0.58055  -4.59133  -1.51220
C  1.05569  1.18036  -1.95363
H  3.15630  -1.23379  -2.34609
H  -1.93092  -1.63535  3.85927
C  -2.18891  -0.74557  -2.07041
H  -2.92147  1.38155  -2.57975
H  -4.94721  4.27573  1.11600
H  1.32731  -3.65415  3.34863
C  0.93017  -3.00575  2.56604
H  0.73709  3.13498  -2.74156
N  -1.67856  1.12073  3.34732
N  -1.48117  0.18782  5.81822
C  -2.20830  -3.19181  -2.53061
C  0.10235  3.43487  1.31234
S  0.94644  0.51460  2.75161
H  -5.95996  0.17645  0.40459
N  -0.50141  -2.22104  -1.16785
H  -3.72652  -0.51758  1.28891
C  -5.57887  2.27104  0.67993
C  0.25103  4.80456  1.40062
N  -0.37070  0.20332  5.04067
C  -3.88876  0.08891  6.03014
C  -4.01499  0.52462  1.22788
H  3.67369  -1.36942  0.09075
C  -3.45248  2.84210  1.65644
H  -6.01428  -0.10201  6.18392
N  -1.34802  0.37984  -1.61347
C  -1.70056  -4.45682  -2.32184
H  -1.22375  -0.12224  6.74234
H  -3.11232  -0.72489  -1.48546
N  2.30552  0.49059  -1.50128
H  0.32112  -2.23561  3.03121
C  -5.12134  -0.44266  5.67643
C  2.38068  3.11812  -1.36891
H  2.76231  -3.21678  1.47257
C  2.73769  -1.73140  -0.34334
C  -4.05618  -1.81437  4.02329
H  -3.08482  -3.03254  -3.14524
C  -0.44643  0.59601  3.82561
N  -1.84020  1.04583  2.12662
C  -1.09211  3.58032  -0.62312
H  -6.17343  -1.79876  4.38878
C  -4.68335  3.22672  1.14355
C  2.38536  -0.99832  -1.61378
C  -2.73994  -0.34287  5.38534
H  -3.81239  0.84998  6.79618
C  -3.13020  1.49629  1.67573
C  -0.02329  -3.45661  -0.96314
C  2.79937  2.40464  -0.22974
C  -1.82745  2.96125  -1.77738
H  -0.22246  6.67581  0.44268
H  0.29234  -3.59956  1.91252
C  -0.31060  5.59770  0.41339

Values from the calculation:
* net charge: +1
* relative energy (zero: lowest compared OMol25 entry of this formula, charge and spin): 83.7 kcal/mol
* spin multiplicity: 1
* E_LUMO: -2.5 eV

Entry 6:
ORCA calculation (the ωB97M-V functional and the def2-TZVPD basis) on C27H28GdN2Si as an isolated structure in a non-equilibrium geometry.

Cartesian coordinates (Å):
C  0.60658  1.19002  -0.51431
C  -5.72918  1.81722  2.25026
C  1.28607  -1.22756  -4.04830
C  4.95109  0.00237  -0.92414
H  5.03253  -0.76045  -1.70866
C  4.68097  1.98751  1.07029
C  1.15169  -3.65029  -3.84248
C  -0.13736  -0.02360  3.63623
H  -2.06427  -1.32394  0.57396
H  6.19665  0.85533  2.15617
C  -5.57688  0.50939  -1.28689
H  3.29416  1.04047  -3.43292
H  2.01938  -4.46238  -2.02997
C  -6.10021  1.06450  -0.13293
C  1.83364  -3.56253  -2.61839
C  2.04457  -1.14890  -2.85406
H  0.37461  -2.51033  -5.51991
C  3.89422  2.03994  -0.09089
C  3.95612  0.98925  -1.03033
C  2.26383  -2.32158  -2.10908
Gd  -0.81285  0.93593  1.49248
N  -2.18674  -0.55587  -0.09227
C  1.35372  -0.31491  1.90123
H  6.50289  -0.82115  0.36046
C  -4.02137  0.60358  1.01963
C  5.58950  0.92900  1.24129
H  1.07371  1.42774  0.45692
H  -0.17895  0.42458  -0.64174
H  -6.74311  2.19814  2.31975
H  1.69188  1.30159  3.39368
C  0.87554  -2.47367  -4.54655
C  -0.62524  -1.10085  2.79136
C  -3.50290  1.55493  3.13417
H  0.82660  -4.61805  -4.25422
C  0.28597  -1.24851  1.70073
H  -3.89715  -0.49689  -2.22780
H  -1.48198  -1.73736  3.01473
C  -4.81418  2.02373  3.27793
H  0.24391  -2.03046  0.93061
H  -2.74259  1.67709  3.90324
H  -6.17148  0.50886  -2.19635
H  3.18503  2.85875  -0.23328
H  -7.09792  1.50815  -0.11536
H  0.45109  2.08409  -1.13827
H  -1.86105  -0.89986  -1.00128
Si  2.51981  0.60798  -2.22045
H  -0.56061  0.32157  4.56674
H  2.25997  -0.24879  1.28508
C  1.05542  0.47354  3.07015
H  2.78655  -2.28155  -1.14688
H  1.94126  -0.02853  -0.87121
C  -3.53914  -0.04843  -0.14241
C  5.76034  -0.02365  0.22657
H  -5.05201  2.56149  4.19031
H  4.59673  2.76522  1.83200
C  -4.28569  -0.06245  -1.31043
C  -5.33259  1.13186  1.06634
N  -3.10760  0.89836  2.01596
H  1.03702  -0.30965  -4.59649

Values from the calculation:
* net charge: +1
* relative energy (zero: lowest compared OMol25 entry of this formula, charge and spin): 132.1 kcal/mol
* spin multiplicity: 8
* E_LUMO (alpha / beta): -3.7 / -3.7 eV
* <S²>: 15.795

Question: Which of these has the highest net charge?
Answer: C40H37Cl4N3O6OsPS

What did the third record say?
ORCA calculation (the ωB97M-V functional and the def2-TZVPD basis) on C6H7LiO7 as an isolated structure in a non-equilibrium geometry.

Cartesian coordinates (Å):
O  -3.98554  1.93883  0.15754
O  4.42297  1.08267  1.32571
C  1.05990  -1.17055  -0.20899
C  3.69079  1.41734  0.38762
C  -0.08927  -0.34266  -0.69853
Li  -5.34648  1.16878  1.33985
H  -1.98434  -1.27022  -0.11866
C  -1.37173  -0.39096  0.12096
H  1.48885  -1.17218  -1.36519
H  0.30719  -1.41605  -2.43489
H  -1.12863  -0.48677  1.18926
H  0.74960  -1.91599  0.54917
H  3.11837  -1.09217  0.73077
O  3.89905  2.18358  -0.56275
C  -3.31621  0.92277  0.47110
O  -3.75149  0.01927  1.22658
C  2.26181  -0.51861  0.37717
O  2.40594  0.82240  0.32033
H  0.13567  0.72806  -0.83739
O  -2.11487  0.79838  -0.11270
O  -0.45157  -1.30592  -1.85697

Values from the calculation:
* net charge: -1
* relative energy (zero: lowest compared OMol25 entry of this formula, charge and spin): 0.0 kcal/mol
* spin multiplicity: 2
* E_LUMO (alpha / beta): 0.9 / 0.9 eV
* <S²>: 0.754